Entry 1:
Here is C22H23MnN4O3PSe2 as an isolated structure from the Open Molecules 2025 dataset. Energies are from ωB97M-V/def2-TZVPD.

Computed properties:
HOMO energy (alpha / beta): -14.306 / -13.097 eV
LUMO level (alpha / beta): -6.5 / -6.5 eV
Gap between HOMO and LUMO (alpha / beta): 7.790 / 6.554 eV

```
! RIJCOSX wB97M-V def2-TZVPD def2/J DEFGRID3
* xyz 2 4
Mn 1.570 -0.203 -0.178
C 5.400 -2.148 0.306
C 3.991 -1.702 0.111
N 3.593 -0.464 0.103
O 4.481 0.561 0.303
C 2.889 -2.674 -0.083
C 3.004 -4.155 -0.168
N 1.820 -1.972 -0.175
O 0.550 -2.005 -0.399
H 6.127 -1.466 -0.137
H 5.551 -3.117 -0.166
H 5.626 -2.260 1.369
H 5.355 0.196 0.510
H 3.551 -4.554 0.686
H 3.529 -4.457 -1.076
H 2.011 -4.599 -0.183
Se -2.707 2.460 -0.315
P -4.113 0.805 -0.175
Se -2.018 0.147 -0.371
C -5.149 0.550 -1.596
C -5.735 -0.699 -1.824
C -6.558 -0.874 -2.920
C -6.800 0.186 -3.787
C -6.211 1.421 -3.567
C -5.379 1.608 -2.476
C -4.880 0.577 1.411
C -5.557 -0.612 1.701
C -6.164 -0.767 2.933
C -6.104 0.255 3.874
C -5.429 1.433 3.589
C -4.811 1.597 2.361
H -5.542 -1.542 -1.175
H -7.009 -1.840 -3.102
H -7.449 0.043 -4.640
H -6.399 2.244 -4.243
H -4.921 2.575 -2.309
H -5.612 -1.422 0.987
H -6.685 -1.686 3.161
H -6.587 0.129 4.833
H -5.387 2.227 4.320
H -4.286 2.519 2.146
N 1.283 6.924 -0.966
C 0.625 6.133 -0.093
O -0.155 6.526 0.745
C 0.899 4.646 -0.185
C 1.199 3.979 -1.364
C 1.320 2.601 -1.340
N 1.178 1.885 -0.216
C 0.913 2.538 0.928
C 0.751 3.905 0.982
H 1.157 7.920 -0.882
H 2.066 6.591 -1.500
H 1.297 4.498 -2.307
H 1.520 2.050 -2.250
H 0.806 1.935 1.822
H 0.498 4.403 1.907
*
```

Atomic partial charges in e from the Mulliken method, atoms 1 to 8:
1 Mn 0.235
2 C -1.726
3 C 1.150
4 N -0.118
5 O -0.350
6 C 0.270
7 C -1.448
8 N 0.516

=====

Entry 2:
Here is a 2-piece molecular cluster, C22H23N2O11 overall at a distorted geometry from the Open Molecules 2025 dataset. Energies are from ωB97M-V/def2-TZVPD.

Computed properties:
HOMO energy: -5.224 eV
LUMO level: 1.9 eV
Gap between HOMO and LUMO: 7.143 eV
Energy above the lowest of the compared OMol25 structures with the same formula, charge and spin: 0.9 kcal per mole

```
! RIJCOSX wB97M-V def2-TZVPD def2/J DEFGRID3
* xyz -1 1
O 3.067 -5.451 1.435
O -2.872 3.456 -4.677
O 4.204 -0.359 0.755
O 1.819 -3.580 4.173
O 2.333 -0.586 -0.422
O 1.966 -0.667 -3.996
O -3.486 2.476 4.217
O -5.504 2.472 2.360
O -1.065 2.302 -6.239
O -3.940 4.054 -2.247
O -1.471 1.368 -1.532
C 2.079 -4.842 1.042
C -2.482 2.749 -3.743
C 2.999 -0.670 0.636
C 2.764 -3.054 3.594
C -1.836 2.556 2.481
C 0.441 0.797 -5.163
C 0.188 0.334 -2.825
C -1.531 2.598 1.118
C -3.888 2.564 0.577
C 0.870 0.140 -4.011
C -3.165 2.518 2.892
C -4.196 2.517 1.944
C -0.655 1.659 -5.112
C -0.886 1.202 -2.754
C -1.328 1.870 -3.900
C -2.549 2.609 0.146
N 3.851 -2.736 4.309
N 1.854 -3.554 1.278
C 1.029 -5.553 0.223
C 5.068 -2.085 3.817
C -3.208 2.815 -2.388
C -2.121 2.626 -1.312
C 2.316 -1.230 1.882
C 2.723 -2.697 2.090
H 2.240 -0.789 -3.061
H -4.457 2.405 4.257
H -6.094 2.515 1.590
H -1.808 2.887 -5.967
H -4.148 4.399 -3.139
H -1.045 2.539 3.223
H 0.973 0.646 -6.093
H 0.505 -0.170 -1.919
H -0.488 2.601 0.808
H -4.689 2.563 -0.152
H 3.804 -2.994 5.281
H 1.038 -3.125 0.878
H 0.094 -5.552 0.779
H 1.354 -6.576 0.044
H 0.900 -5.033 -0.724
H 4.823 -1.159 3.291
H 5.590 -2.748 3.124
H 5.729 -1.847 4.652
H -3.908 1.976 -2.337
H -1.393 3.439 -1.427
H 1.230 -1.146 1.796
H 2.624 -0.634 2.742
H 3.737 -2.817 1.709
*
```

Atomic partial charges in e from the Mulliken method, atoms 1 to 8:
1 O -0.684
2 O -0.890
3 O -0.741
4 O -0.745
5 O -0.628
6 O -0.606
7 O -0.603
8 O -0.640

=====

Entry 3:
Here is C22H23N3O2PdSi2 as an isolated structure from the Open Molecules 2025 dataset. Energies are from ωB97M-V/def2-TZVPD.

Computed properties:
HOMO energy (alpha / beta): 0.936 / 0.937 eV
LUMO level (alpha / beta): 4.5 / 4.5 eV
Gap between HOMO and LUMO (alpha / beta): 3.567 / 3.566 eV

```
! RIJCOSX wB97M-V def2-TZVPD def2/J DEFGRID3
* xyz -2 1
Pd 0.158 -0.148 0.789
C -2.840 -1.247 -0.578
Si -1.842 -1.209 1.045
C -1.730 -3.046 1.542
C -3.046 -0.419 2.293
C -4.217 -0.962 2.825
C -5.010 -0.226 3.697
C -4.644 1.073 4.036
C -3.489 1.628 3.500
C -2.679 0.894 2.632
Si -1.083 1.472 1.764
C -1.666 2.965 0.735
C 0.039 2.195 3.107
H -3.804 -1.749 -0.435
H -2.292 -1.778 -1.363
H -3.032 -0.231 -0.929
H -2.680 -3.566 1.374
H -1.474 -3.144 2.600
H -0.963 -3.562 0.960
H -4.512 -1.975 2.565
H -5.913 -0.659 4.114
H -5.262 1.647 4.718
H -3.214 2.645 3.769
H -2.186 3.690 1.372
H -2.360 2.641 -0.044
H -0.827 3.479 0.261
H -0.479 2.976 3.675
H 0.936 2.626 2.655
H 0.356 1.416 3.804
O 6.928 -2.277 2.364
N 6.816 -1.152 1.759
O 7.869 -0.461 1.539
C 5.617 -0.677 1.370
C 5.581 0.605 0.685
C 4.411 1.168 0.288
C 4.295 2.426 -0.421
C 3.074 2.923 -0.751
C 1.892 2.227 -0.400
N 1.961 1.057 0.233
C 3.141 0.511 0.540
C 3.151 -0.823 1.117
N 1.967 -1.461 1.189
C 1.904 -2.681 1.746
C 3.018 -3.310 2.239
C 4.263 -2.685 2.146
C 4.378 -1.416 1.563
H 6.526 1.091 0.499
H 5.203 2.958 -0.685
H 2.991 3.864 -1.285
H 0.909 2.610 -0.629
H 0.925 -3.135 1.790
H 2.928 -4.291 2.691
H 5.162 -3.152 2.512
*
```

Atomic partial charges in e from the Mulliken method, atoms 1 to 8:
1 Pd -0.235
2 C -1.272
3 Si 0.708
4 C -1.311
5 C 0.136
6 C -0.398
7 C -0.482
8 C -0.582

=====

Entry 4:
Here is C22H23N3O2S in the gas phase at a distorted geometry from the Open Molecules 2025 dataset. Energies are from ωB97M-V/def2-TZVPD.

Computed properties:
HOMO energy: -7.257 eV
LUMO level: 0.4 eV
SMILES: COCCN1Cc2cc3cc(C)ccc3nc2S/C1=N\c1ccc(OC)cc1
Gap between HOMO and LUMO: 7.698 eV
Energy above the lowest of the compared OMol25 structures with the same formula, charge and spin: 533.9 kcal per mole

```
! RIJCOSX wB97M-V def2-TZVPD def2/J DEFGRID3
* xyz 0 1
C 1.644 2.452 0.036
H 2.199 1.471 0.120
O 0.380 1.892 0.580
C -0.655 3.046 0.500
C -2.159 2.496 0.994
N -2.273 1.339 0.380
C -1.677 0.351 0.972
N -1.621 -0.067 2.128
C -0.923 -1.031 2.795
C -1.554 -1.584 4.009
C -0.666 -2.617 4.649
C 0.501 -2.944 4.273
C 0.893 -2.204 3.359
C 0.523 -1.344 2.609
H 0.839 -0.880 1.709
H 2.195 -2.360 3.129
O 1.140 -3.654 5.195
C 0.667 -4.342 6.208
H -0.191 -5.188 5.935
H 1.535 -5.054 6.594
H 0.300 -3.786 6.912
H -1.167 -2.901 5.498
H -2.406 -1.364 4.203
S -1.090 -1.126 -0.185
C -0.620 -0.499 -1.623
N 0.494 -0.686 -2.008
C 0.851 0.234 -3.028
C 2.282 -0.423 -3.716
C 2.773 0.595 -4.732
C 2.117 1.715 -5.081
C 1.000 1.966 -4.573
C 0.274 1.274 -3.575
C -0.780 1.691 -2.810
C -1.424 1.010 -1.840
C -2.589 1.277 -1.044
H -2.819 2.060 -1.280
H -3.390 0.297 -1.260
H -1.148 2.782 -3.039
H 0.508 2.976 -4.876
C 2.910 2.474 -6.346
H 3.775 2.865 -5.830
H 3.037 1.999 -7.194
H 2.154 3.417 -6.560
H 3.547 0.273 -5.205
H 2.663 -1.240 -3.506
H -2.815 3.169 0.969
H -1.893 2.371 2.183
H -0.845 3.500 -0.413
H -0.277 3.774 1.047
H 1.612 2.817 -1.190
H 2.052 3.141 0.556
*
```

Atomic partial charges in e from the Mulliken method, atoms 1 to 8:
1 C -0.803
2 H 0.222
3 O -0.197
4 C -0.944
5 C -1.177
6 N 0.255
7 C 0.681
8 N -0.480

=====

Energy list, top to bottom, in Ha: -7591.48520; -1789.45602; -1873.78200; -1564.29963